Density functional theory data (ωB97M-V/def2-TZVPD) for 2 unconnected molecules or ions with the total composition C5H11NO at a distorted geometry.

Positions of all 18 atoms, in Å:
C 0.048 1.537 -1.392
C 0.729 1.085 -0.102
C 0.581 -0.405 0.189
C 1.318 -0.842 1.442
N -0.829 -0.723 0.346
C -1.469 -1.068 -0.635
O -2.053 -1.403 -1.590
H 0.414 0.973 -2.258
H -1.039 1.411 -1.347
H 0.245 2.596 -1.583
H 1.803 1.295 -0.154
H 0.325 1.648 0.750
H 0.944 -0.984 -0.667
H 2.387 -0.655 1.316
H 0.959 -0.287 2.315
H 1.168 -1.910 1.629
H -2.475 -1.023 1.085
H -3.056 -1.246 0.656

Properties
HOMO-LUMO gap = 11.25 eV
Net charge = 0
HOMO level = -10.28 eV
Maximum force = 1.4 eV/A
SMILES = CC[C@@H](C)N=C=O.[H][H]
Relative energy (zero: lowest compared OMol25 entry of this formula, charge and spin) = 201.3 kJ/mol